(1)
{
  "formula": "C56H108N9",
  "method": "ωB97M-V with the def2-TZVPD basis set",
  "e_homo_ev": -11.004,
  "orbital_gap_ev": 8.741,
  "charge": 1,
  "energy_ev": -73224.182,
  "elements": ["C", "C", "C", "C", "C", "C", "C", "C", "C", "N", "C", "C", "C", "C", "C", "C", "C", "C", "C", "C", "C", "N", "C", "C", "C", "C", "C", "C", "C", "C", "H", "H", "H", "H", "H", "H", "H", "H", "H", "H", "H", "H", "H", "H", "H", "H", "H", "H", "H", "H", "H", "H", "H", "H", "H", "H", "H", "H", "H", "H", "H", "H", "H", "H", "H", "H", "H", "H", "H", "H", "H", "H", "H", "H", "H", "H", "H", "H", "H", "H", "H", "H", "H", "H", "H", "H", "H", "H", "H", "C", "C", "C", "C", "N", "H", "H", "H", "H", "H", "H", "H", "C", "C", "C", "C", "N", "H", "H", "H", "H", "H", "H", "H", "C", "C", "C", "C", "N", "H", "H", "H", "H", "H", "H", "H", "C", "C", "C", "C", "N", "H", "H", "H", "H", "H", "H", "H", "C", "C", "C", "C", "N", "H", "H", "H", "H", "H", "H", "H", "C", "C", "C", "C", "N", "H", "H", "H", "H", "H", "H", "H", "C", "C", "C", "C", "N", "H", "H", "H", "H", "H", "H", "H"],
  "xyz": [[-10.3497, 4.7885, 8.1364], [-9.9163, 3.7789, 6.9645], [-8.4750, 4.1639, 6.3731], [-8.2637, 3.3055, 5.0385], [-6.7331, 2.8674, 4.8129], [-5.9861, 3.7903, 3.7190], [-5.4194, 2.8499, 2.5581], [-4.3063, 3.5843, 1.6534], [-2.8815, 2.9993, 2.0121], [-1.7716, 3.9500, 2.3776], [-0.3827, 3.3493, 2.1704], [0.2650, 4.3708, 1.1465], [1.7419, 4.0176, 0.7012], [2.8429, 4.2184, 1.8389], [3.7935, 5.4697, 1.5920], [5.3476, 5.1654, 1.7166], [5.7535, 4.2268, 2.9291], [7.3448, 4.0397, 2.8520], [7.9386, 3.1969, 4.0681], [-0.7634, 1.8736, 1.6953], [0.3652, 0.9370, 1.0990], [0.1512, -0.4744, 1.5024], [0.5885, -1.4320, 0.4554], [-2.1338, 2.0932, 0.9098], [-2.9594, 0.8234, 0.4094], [-2.4800, 0.2604, -0.9893], [-3.3354, -1.0330, -1.3685], [-2.5341, -2.1330, -2.1772], [-2.1365, -3.4310, -1.3473], [-3.2967, -4.0410, -0.4491], [-9.5330, 4.8487, 8.9208], [-10.5826, 5.8188, 7.7188], [-11.3026, 4.3818, 8.5827], [-10.6950, 3.8047, 6.1427], [-9.8197, 2.7464, 7.4300], [-7.6632, 3.9122, 7.1184], [-8.4298, 5.2671, 6.1364], [-8.5917, 3.9165, 4.1379], [-8.8469, 2.3483, 5.1547], [-6.1888, 2.8771, 5.8110], [-6.6946, 1.7843, 4.4636], [-5.0809, 4.2227, 4.2545], [-6.6861, 4.5749, 3.3219], [-6.2845, 2.5090, 1.9095], [-5.0146, 1.9252, 3.0678], [-4.4173, 4.6897, 1.8674], [-4.6039, 3.3549, 0.5821], [-2.9548, 2.3661, 2.9534], [-1.9375, 4.7999, 1.8197], [-1.9818, 4.2862, 3.3302], [0.0244, 3.2803, 3.2186], [0.3233, 5.3709, 1.6918], [-0.3938, 4.5412, 0.2335], [1.8695, 2.9901, 0.2621], [2.0079, 4.7472, -0.1301], [2.3660, 4.3686, 2.8633], [3.4131, 3.2413, 1.9097], [3.6249, 5.9496, 0.5735], [3.5180, 6.2560, 2.3667], [5.8626, 6.1639, 1.9032], [5.8207, 4.7402, 0.7869], [5.5222, 4.7125, 3.9216], [5.3106, 3.1931, 2.8553], [7.8559, 5.0530, 2.7962], [7.6059, 3.4854, 1.9012], [7.3395, 2.2827, 4.3372], [8.9740, 2.8277, 3.7676], [8.1194, 3.8297, 4.9944], [-1.1170, 1.3323, 2.6328], [0.5249, 1.0805, -0.0113], [1.3416, 1.2557, 1.5961], [-0.8266, -0.6595, 1.7350], [0.4136, -1.0429, -0.5923], [1.7037, -1.6097, 0.5484], [0.0878, -2.4168, 0.6684], [-1.9875, 2.6636, -0.0666], [-4.0688, 1.0770, 0.3731], [-2.8297, 0.0253, 1.2014], [-2.7151, 1.0603, -1.7595], [-1.3776, 0.0427, -1.0576], [-3.8257, -1.3970, -0.4224], [-4.1765, -0.6685, -2.0397], [-1.5534, -1.6449, -2.4916], [-3.0261, -2.4753, -3.1275], [-1.1689, -3.2645, -0.7763], [-1.8754, -4.2319, -2.1166], [-2.8716, -4.9617, 0.0619], [-3.5406, -3.3278, 0.4046], [-4.2476, -4.2788, -1.0000], [-0.7402, -2.9151, -5.9803], [-1.1527, -1.8640, -7.0062], [-1.0740, -0.4358, -6.4623], [-1.9903, -0.2867, -5.2922], [-2.7059, -0.1738, -4.3837], [-1.4049, -2.9134, -5.1130], [-0.7837, -3.9138, -6.4202], [0.2815, -2.7418, -5.6311], [-2.1729, -2.0765, -7.3411], [-0.5025, -1.9469, -7.8820], [-1.3665, 0.2805, -7.2391], [-0.0537, -0.1996, -6.1499], [-1.6536, -9.1528, 2.0715], [-2.4367, -9.0123, 0.7704], [-1.5828, -8.4813, -0.3851], [-1.0533, -7.1265, -0.0456], [-0.6417, -6.0718, 0.2190], [-1.2824, -8.1876, 2.4240], [-2.2923, -9.5612, 2.8575], [-0.7996, -9.8241, 1.9444], [-3.2881, -8.3458, 0.9393], [-2.8429, -9.9883, 0.4922], [-2.1811, -8.4112, -1.2940], [-0.7504, -9.1476, -0.5807], [11.4281, 5.4552, 2.7954], [12.0334, 4.4062, 3.7198], [13.0647, 4.9881, 4.6895], [14.1957, 5.5990, 3.9271], [15.0728, 6.0746, 3.3337], [12.1858, 5.9092, 2.1530], [10.6792, 4.9972, 2.1453], [10.9418, 6.2491, 3.3695], [12.4973, 3.6237, 3.1126], [11.2311, 3.9345, 4.2940], [13.4576, 4.2021, 5.3377], [12.6081, 5.7523, 5.3229], [2.5894, -6.7068, -2.8855], [2.9502, -7.7190, -1.8037], [2.5372, -9.1481, -2.1641], [1.0565, -9.2179, -2.3517], [-0.0960, -9.2707, -2.4997], [1.5090, -6.6507, -3.0401], [2.9280, -5.7088, -2.5998], [3.0609, -6.9664, -3.8379], [2.4729, -7.4207, -0.8655], [4.0301, -7.6931, -1.6374], [2.8280, -9.8362, -1.3674], [3.0298, -9.4694, -3.0858], [-1.8974, 8.2578, 6.7789], [-2.4609, 6.8443, 6.6790], [-1.5961, 5.9182, 5.8190], [-1.5058, 6.4521, 4.4240], [-1.4331, 6.8908, 3.3331], [-1.8579, 8.7459, 5.8022], [-2.5282, 8.8725, 7.4229], [-0.8884, 8.2488, 7.1999], [-3.4731, 6.8937, 6.2670], [-2.5433, 6.4216, 7.6833], [-2.0328, 4.9160, 5.7889], [-0.5889, 5.8364, 6.2346], [-2.0973, 0.9590, -12.4886], [-1.7227, -0.3543, -11.8099], [-2.3620, -0.5145, -10.4279], [-1.9097, 0.5868, -9.5245], [-1.5560, 1.4436, -8.8222], [-1.7431, 1.8216, -11.9195], [-1.6440, 1.0166, -13.4800], [-3.1811, 1.0452, -12.6048], [-0.6339, -0.4109, -11.7225], [-2.0377, -1.1860, -12.4454], [-2.0758, -1.4728, -9.9892], [-3.4516, -0.4883, -10.5030], [4.5438, -9.7746, -7.6626], [3.6928, -10.9554, -7.2073], [3.0474, -10.7316, -5.8373], [4.1051, -10.5317, -4.8002], [4.9325, -10.3792, -3.9991], [5.3844, -9.6001, -6.9871], [4.9589, -9.9659, -8.6539], [3.9481, -8.8588, -7.7143], [4.3168, -11.8530, -7.1798], [2.9065, -11.1333, -7.9454], [2.4394, -11.5958, -5.5613], [2.3975, -9.8529, -5.8574]],
  "lowdin_charge": [-0.134, -0.264, -0.222, -0.207, -0.199, -0.196, -0.205, -0.113, -0.217, 0.066, -0.171, -0.130, -0.184, -0.197, -0.199, -0.219, -0.224, -0.269, -0.131, -0.182, -0.196, -0.116, -0.128, -0.196, -0.152, -0.192, -0.203, -0.239, -0.255, -0.125, 0.074, 0.074, 0.068, 0.110, 0.110, 0.103, 0.109, 0.110, 0.104, 0.102, 0.102, 0.097, 0.110, 0.124, 0.103, 0.119, 0.122, 0.156, 0.142, 0.134, 0.165, 0.117, 0.133, 0.093, 0.113, 0.110, 0.098, 0.108, 0.112, 0.116, 0.114, 0.119, 0.100, 0.105, 0.107, 0.070, 0.061, 0.075, 0.149, 0.118, 0.121, 0.080, 0.070, 0.090, 0.082, 0.157, 0.123, 0.113, 0.108, 0.083, 0.087, 0.106, 0.087, 0.090, 0.067, 0.101, 0.037, 0.060, 0.079, -0.103, -0.273, -0.182, -0.170, 0.175, 0.058, 0.075, 0.080, 0.111, 0.106, 0.037, 0.124, -0.113, -0.260, -0.214, -0.203, 0.148, 0.068, 0.072, 0.077, 0.108, 0.110, 0.107, 0.060, -0.112, -0.273, -0.185, -0.223, 0.138, 0.072, 0.064, 0.078, 0.114, 0.093, 0.114, 0.117, -0.108, -0.255, -0.174, -0.173, 0.150, 0.067, 0.072, 0.073, 0.106, 0.112, 0.123, 0.051, -0.102, -0.261, -0.180, -0.206, 0.162, 0.073, 0.080, 0.082, 0.113, 0.115, 0.108, 0.125, -0.109, -0.265, -0.171, -0.194, 0.157, 0.071, 0.075, 0.079, 0.113, 0.111, 0.104, 0.123, -0.111, -0.266, -0.176, -0.225, 0.159, 0.071, 0.074, 0.076, 0.114, 0.110, 0.119, 0.118]
}


(2)
{
  "formula": "C3H6BrClO",
  "method": "ωB97M-V with the def2-TZVPD basis set",
  "e_homo_ev": [-8.874, -8.499],
  "orbital_gap_ev": [8.483, 8.577],
  "energy_ev": -87816.406,
  "elements": ["C", "C", "C", "O", "Cl", "Br", "H", "H", "H", "H", "H", "H"],
  "xyz": [[-1.6445, 0.3622, -1.3426], [0.3057, -0.2898, 0.9920], [0.7823, 0.2710, -0.3082], [1.2878, -0.4794, 1.9352], [1.2668, 1.9324, -0.2950], [1.8340, -0.9425, -1.2757], [-1.8287, 1.0948, -2.0460], [-1.2182, -0.6920, -1.4390], [-2.0066, 0.5086, -0.3975], [-0.4099, -1.1099, 0.8128], [-0.3931, 0.4079, 1.5767], [2.0245, -1.0634, 1.7872]],
  "lowdin_charge": [0.105, -0.483, -1.179, -0.066, 0.602, 0.719, -0.017, 0.028, -0.041, 0.109, 0.143, 0.080]
}


(3)
{
  "formula": "C5H7NO2",
  "method": "ωB97M-V with the def2-TZVPD basis set",
  "e_homo_ev": -9.045,
  "orbital_gap_ev": 9.595,
  "energy_ev": -10875.586,
  "elements": ["C", "C", "C", "O", "C", "N", "C", "O", "H", "H", "H", "H", "H", "H", "H"],
  "xyz": [[-0.1649, 2.8292, -1.5696], [-0.1158, 1.6091, -1.1597], [-0.1704, 0.3699, -0.3529], [-1.3754, -0.0393, 0.2010], [0.7262, -0.8148, -0.4760], [0.1373, -2.1362, 0.0041], [0.8083, -0.0475, 0.7596], [0.2572, -0.6781, 1.8478], [-0.4148, 3.8301, -2.1414], [-1.2150, -1.0778, -0.1485], [1.7656, -0.5230, -1.0091], [0.4779, -3.1597, -0.5639], [-0.0604, -2.4472, 1.1624], [1.5513, 0.4971, 1.0771], [-0.6205, -0.1027, 1.9963]],
  "lowdin_charge": [0.098, -0.011, -0.464, -0.065, -0.221, -0.059, -0.310, -0.081, 0.074, 0.157, 0.204, 0.181, 0.212, 0.098, 0.185]
}


(4)
{
  "formula": "C8H8",
  "method": "ωB97M-V with the def2-TZVPD basis set",
  "e_homo_ev": [-7.606, -7.917],
  "orbital_gap_ev": [7.540, 7.844],
  "energy_ev": -8417.044,
  "elements": ["C", "C", "C", "C", "H", "H", "H", "H", "H", "H", "C", "C", "C", "C", "H", "H"],
  "xyz": [[-0.8110, 1.2545, -0.6336], [-1.7916, 0.2591, -1.1397], [1.3291, -0.7533, 1.6541], [2.0951, -0.7315, 2.5824], [-0.6725, 2.0901, -1.3114], [-1.0973, 1.6341, 0.3492], [-2.7711, 0.2686, -0.6723], [-1.8241, 0.1541, -2.2220], [-1.3362, -0.8499, -0.7291], [2.7699, -0.6938, 3.4003], [0.6110, 0.6032, -0.4554], [0.4396, -0.7577, 0.5678], [1.7357, 0.8315, -0.9438], [-0.4781, -1.5665, 0.1803], [2.7790, 0.7191, -1.1247], [-0.9778, -2.4617, 0.4980]],
  "lowdin_charge": [-0.203, -0.098, -0.124, 0.133, 0.106, 0.115, 0.079, 0.083, 0.042, 0.024, -0.265, -0.277, 0.174, 0.091, 0.044, 0.077]
}


(5)
{
  "formula": "C5H5N3S2",
  "method": "ωB97M-V with the def2-TZVPD basis set",
  "e_homo_ev": -7.907,
  "orbital_gap_ev": 8.405,
  "energy_ev": -31404.376,
  "elements": ["C", "C", "C", "S", "C", "N", "N", "C", "S", "N", "H", "H", "H", "H", "H"],
  "xyz": [[1.2050, -0.1234, -0.0402], [-0.1507, 0.5613, 0.0137], [-0.3486, 1.8807, -0.0346], [-2.0710, 2.4088, 0.0351], [-2.7045, 0.8166, 0.0213], [-3.7067, 0.0394, -0.0434], [-3.2453, -1.2571, 0.0288], [-1.8702, -1.3548, -0.0667], [-1.1185, -2.7874, 0.0342], [-1.3255, -0.1547, -0.1046], [2.0701, 0.5866, 0.3783], [1.3408, -0.4236, -1.0819], [1.0894, -0.9969, 0.4307], [0.2873, 2.6373, 0.1551], [-3.9783, -1.8448, 0.3487]],
  "lowdin_charge": [-0.015, -0.353, -0.302, 1.002, -0.489, 0.043, 0.005, -0.917, 0.616, 0.026, 0.143, 0.093, -0.017, 0.029, 0.135]
}


(6)
{
  "formula": "C4H7NS2",
  "method": "ωB97M-V with the def2-TZVPD basis set",
  "e_homo_ev": -8.842,
  "orbital_gap_ev": 9.576,
  "energy_ev": -27419.568,
  "elements": ["C", "C", "C", "C", "N", "S", "S", "H", "H", "H", "H", "H", "H", "H"],
  "xyz": [[1.1014, 0.1435, 1.3353], [1.5970, 0.0836, -0.0853], [0.3557, -0.2784, -0.9124], [-0.8677, -0.0894, -0.0661], [-0.1134, 0.0960, 1.6039], [-1.9940, -1.5160, -0.1670], [-1.6814, 1.5457, -0.1883], [1.6132, 0.2998, 2.2976], [2.0735, 1.0325, -0.1555], [2.5307, -0.6062, -0.0382], [0.4444, 0.4197, -1.8803], [0.5616, -1.2062, -1.3496], [-2.9466, -0.9766, 0.7690], [-2.6745, 1.0520, -1.1631]],
  "lowdin_charge": [-0.267, -0.174, -0.298, -1.096, 0.067, 0.668, 0.644, 0.119, 0.092, 0.143, 0.155, 0.073, -0.064, -0.062]
}


Respective max |F| values: 3.32; 4.56; 5.72; 2.51; 5.61; 4.49 eV Å⁻¹.